This record from OMol25 describes a structure of composition C64H178AsCsF6N14O22 in a non-equilibrium geometry. The level of theory is ωB97M-V/def2-TZVPD.

CARTESIAN COORDINATES (ANGSTROEM)
Cs -0.00925 -2.40965 -4.26226
As 0.52236 -0.17146 -1.03789
F 0.79357 -0.94986 0.45688
F 1.83239 -1.12097 -1.76026
F 0.27311 0.61427 -2.57454
F -0.83233 0.84972 -0.44486
F 1.61742 1.08261 -0.55959
F -0.62093 -1.44357 -1.42866
C -6.68048 1.31207 -1.64865
C -6.41789 0.96216 -3.12991
C -6.05766 -0.51317 -3.33852
O -4.74741 -0.82359 -2.95982
C -4.56369 -2.18235 -2.54455
N -7.61409 1.35505 -3.95557
H -7.62370 0.88172 -1.36859
H -6.80826 2.38329 -1.49167
H -5.92128 0.76827 -1.08827
H -5.60415 1.58343 -3.41578
H -6.19287 -0.66629 -4.40489
H -6.71866 -1.16926 -2.75115
H -3.51148 -2.35334 -2.48777
H -5.00158 -2.81446 -3.35415
H -5.04855 -2.40962 -1.61404
H -7.57709 1.06628 -4.92133
H -8.40606 0.84324 -3.62385
C -0.67503 6.22625 5.63459
C -1.84922 5.80870 4.72571
C -1.42817 5.69797 3.28828
O -1.39499 7.05944 2.75589
C -1.20065 7.08927 1.32677
N -2.39585 4.54988 5.25047
H 0.07302 5.46164 5.67852
H -0.99089 6.48154 6.63646
H -0.09795 7.03614 5.18861
H -2.56254 6.60627 4.70260
H -2.13978 5.05643 2.71394
H -0.37646 5.33633 3.25809
H -0.28667 6.57724 0.95867
H -1.07130 8.14469 1.14076
H -2.02589 6.68928 0.75887
H -1.76505 4.00857 5.80647
H -3.25511 4.61835 5.78634
C -7.53730 -0.04289 2.03752
C -6.38968 0.32835 2.96856
C -5.12048 0.62209 2.24103
O -4.88057 -0.35718 1.27411
C -3.71885 -0.12486 0.54225
N -6.75648 1.41380 3.89025
H -7.23641 -0.93375 1.39755
H -7.71171 0.80643 1.32641
H -8.40621 -0.22670 2.63659
H -6.09003 -0.51743 3.58599
H -4.28686 0.63218 2.93991
H -5.18232 1.62728 1.76952
H -2.79029 -0.32693 1.18234
H -3.73382 0.85847 0.19723
H -3.76438 -0.80006 -0.33977
H -6.82859 2.26469 3.33713
H -7.68858 1.26785 4.25852
C 4.49041 3.42209 -4.73224
C 3.35150 3.45822 -3.71201
C 1.98609 3.39886 -4.39423
O 1.58754 4.65327 -4.89526
C 0.79216 4.53454 -6.03752
N 3.52598 2.38758 -2.69095
H 4.47879 2.45376 -5.24917
H 5.43335 3.71646 -4.32371
H 4.36830 4.19351 -5.44751
H 3.37523 4.42841 -3.12553
H 1.20787 2.99757 -3.68354
H 2.08930 2.66012 -5.25214
H -0.05416 3.80744 -5.91493
H 1.47275 4.28101 -6.90863
H 0.51585 5.59714 -6.32575
H 2.78399 2.47598 -2.01680
H 3.37544 1.49244 -3.10237
C 0.63053 4.19334 -1.26898
C -0.66585 4.66259 -2.06704
C -1.86256 3.99110 -1.36907
O -3.00914 4.22637 -2.12992
C -4.18286 3.58678 -1.59127
N -0.85258 6.07301 -2.12565
H 0.86477 3.07370 -1.45383
H 0.40856 4.24958 -0.18367
H 1.45338 4.85589 -1.49656
H -0.72732 4.20050 -3.10712
H -1.98861 4.41282 -0.32288
H -1.61982 2.90148 -1.47586
H -4.19703 3.54968 -0.48414
H -4.22737 2.57421 -1.96747
H -5.06801 4.13745 -1.85320
H -0.28400 6.43528 -2.86860
H -1.74268 6.15074 -2.45054
C -3.19100 -0.62358 5.37887
C -3.43561 0.33993 6.54980
C -2.40622 1.49934 6.53183
O -1.10408 1.10441 6.88797
C -0.85517 0.92709 8.19934
N -4.77177 0.84194 6.50792
H -3.79509 -1.55505 5.43245
H -2.16391 -0.98925 5.44001
H -3.35070 -0.29334 4.40984
H -3.32250 -0.22368 7.51941
H -2.72666 2.29637 7.21824
H -2.25127 1.80749 5.48644
H 0.18169 0.58767 8.36648
H -1.50896 0.22179 8.70742
H -0.93578 1.92064 8.71404
H -5.09112 1.47159 7.24023
H -5.12812 1.05675 5.58346
C -2.80162 1.88941 -5.59085
C -2.17309 0.49182 -5.76761
C -0.77925 0.55368 -6.33302
O -0.38506 -0.57902 -7.06708
C 0.99751 -0.44075 -7.27797
N -2.14802 -0.18337 -4.44992
H -3.70749 1.85941 -4.94468
H -3.06848 2.15840 -6.62294
H -2.17448 2.70647 -5.21092
H -2.68159 -0.10127 -6.48336
H -0.02564 0.66127 -5.51554
H -0.72992 1.51177 -6.88068
H 1.11034 0.45066 -7.83544
H 1.31453 -1.32257 -7.85683
H 1.59400 -0.29836 -6.36983
H -3.13251 -0.30204 -4.18925
H -1.67415 0.43061 -3.82683
C -8.36637 -3.63702 -5.02147
C -7.03159 -4.34604 -5.05653
C -7.14296 -5.43295 -4.04430
O -7.36314 -4.81378 -2.74467
C -7.07445 -5.66045 -1.66716
N -6.75276 -5.00784 -6.37449
H -8.30889 -2.76544 -5.67630
H -8.64021 -3.30517 -3.99034
H -9.19702 -4.30361 -5.36077
H -6.20034 -3.69614 -4.77124
H -6.23226 -5.97205 -3.93355
H -8.00403 -6.05737 -4.20147
H -7.66719 -6.64411 -1.80771
H -7.28017 -5.14919 -0.73072
H -5.94897 -5.85143 -1.68477
H -5.76416 -5.27129 -6.48244
H -7.00450 -4.34381 -7.09080
C 1.81375 -4.29169 0.80729
C 2.67889 -3.24526 1.52177
C 3.69227 -3.92428 2.39672
O 2.99857 -4.66770 3.39713
C 3.88713 -5.66449 3.90877
N 3.47692 -2.46616 0.57762
H 1.17912 -4.80411 1.53630
H 2.40873 -4.94038 0.19244
H 1.14596 -3.74580 0.18057
H 2.14140 -2.64355 2.27970
H 4.30575 -3.05992 2.73980
H 4.44632 -4.52852 1.78639
H 3.18266 -6.29552 4.53614
H 4.63662 -5.17630 4.57154
H 4.35435 -6.31915 3.17149
H 2.95845 -1.78401 -0.00246
H 4.18808 -1.83580 0.99846
C 4.45858 2.26390 7.98715
C 3.53198 1.65461 6.94141
C 3.07476 0.27110 7.33950
O 4.05827 -0.67480 7.54674
C 4.51903 -1.25614 6.35909
N 2.47738 2.62017 6.63377
H 4.82407 3.27222 7.70557
H 5.28164 1.60676 8.29965
H 3.89850 2.33275 8.92429
H 4.15460 1.55530 6.06514
H 2.36893 -0.03752 6.58202
H 2.56663 0.38942 8.31168
H 3.67086 -1.79012 5.81204
H 5.38790 -1.86762 6.56770
H 4.89457 -0.52305 5.64935
H 1.91761 2.30825 5.83126
H 1.89387 2.64436 7.46831
C 7.25954 -0.65767 2.98097
C 6.64050 0.31715 2.01305
C 5.31231 0.86098 2.58084
O 4.36501 -0.23875 2.48602
C 3.10417 0.09434 2.98478
N 7.64672 1.38660 1.70999
H 6.58206 -1.51633 3.08856
H 7.60591 -0.28914 3.92711
H 8.23896 -0.99169 2.52715
H 6.47267 -0.27265 1.10466
H 4.92669 1.74171 2.08637
H 5.39685 1.00374 3.66634
H 2.89706 1.13660 2.84381
H 3.12523 -0.11161 4.03417
H 2.33969 -0.55075 2.57313
H 7.17182 2.12160 1.10368
H 7.98652 1.75329 2.57680
C 6.04452 5.12317 -0.95797
C 5.39673 4.20623 0.03816
C 3.92521 4.51519 0.23547
O 3.57353 3.76045 1.39248
C 2.22009 3.83803 1.90557
N 5.68860 2.79863 -0.31675
H 6.14982 6.14817 -0.60932
H 5.37181 5.22959 -1.81382
H 7.02375 4.80336 -1.23888
H 5.81632 4.28576 1.06933
H 3.33357 4.15197 -0.61956
H 3.72155 5.58018 0.44160
H 2.23820 3.90756 2.95696
H 1.70493 2.94411 1.63731
H 1.68451 4.70942 1.45457
H 5.12123 2.21016 0.24671
H 5.47985 2.65977 -1.30437
C 0.35679 -2.00931 5.45581
C -0.59697 -3.02071 4.80182
C -1.06398 -2.62948 3.45579
O -2.06335 -3.59206 3.07171
C -2.69951 -3.20489 1.85573
N 0.09449 -4.33577 4.74006
H -0.08944 -1.01694 5.43642
H 1.36940 -2.09502 4.99364
H 0.57204 -2.26598 6.50197
H -1.49578 -3.14916 5.45992
H -0.23241 -2.65623 2.73419
H -1.57593 -1.63720 3.37727
H -3.47358 -2.46562 1.99529
H -3.22862 -4.09119 1.53443
H -2.10736 -2.87274 1.00414
H 0.92052 -4.22746 4.19199
H -0.49621 -5.00628 4.24749
C 0.11682 -6.30685 -4.42655
C -1.14998 -6.87717 -3.87040
C -2.12906 -5.72435 -3.60497
O -1.51978 -4.60473 -2.98499
C -1.17508 -4.71551 -1.62486
N -1.73778 -7.98239 -4.68422
H -0.17082 -5.54229 -5.16669
H 0.66001 -7.07524 -4.99580
H 0.73950 -5.82560 -3.71187
H -0.99191 -7.28798 -2.84331
H -3.03202 -6.12834 -2.97360
H -2.48548 -5.39610 -4.55805
H -0.64064 -3.77008 -1.39063
H -0.60294 -5.56478 -1.38131
H -2.16150 -4.87150 -1.03185
H -2.37387 -7.68290 -5.41038
H -2.09047 -8.64856 -4.07949
C 4.02725 -4.87699 -4.53986
C 3.34782 -4.34709 -5.79197
O 2.50699 -3.26899 -5.51632
O 4.90295 -3.82383 -4.17345
H 4.61143 -5.77502 -4.83781
H 3.33412 -5.15256 -3.68230
H 2.70927 -5.15549 -6.25354
H 4.08895 -3.93074 -6.59360
H 3.10545 -2.51665 -5.29849
H 5.05817 -3.84433 -3.19659
C 6.08698 0.20606 -5.79940
C 5.15569 -0.95929 -5.78647
O 3.94211 -0.76477 -4.93401
O 6.76054 0.39289 -4.55961
H 5.37363 1.03195 -5.99349
H 6.82156 0.12468 -6.56788
H 5.60462 -1.81154 -5.34734
H 4.79834 -1.12468 -6.78169
H 4.31164 -0.99166 -4.05372
H 6.88425 1.34104 -4.47609
C 6.33740 -2.34755 -1.13086
C 5.85828 -0.92318 -1.25681
O 5.25129 -0.57171 -2.49869
O 5.39457 -3.36213 -1.32997
H 6.84453 -2.54422 -0.18238
H 7.05216 -2.50081 -1.92690
H 6.74282 -0.31645 -1.15094
H 5.13802 -0.68312 -0.48347
H 5.97830 -0.47048 -3.14527
H 4.59464 -3.17948 -0.84682
C -1.29567 2.25986 2.40679
C -0.38945 1.39948 3.28445
O 0.19759 2.20741 4.38227
O -2.42875 2.60349 3.09332
H -1.59046 1.63054 1.55136
H -0.76671 3.15553 2.04478
H 0.44946 1.03204 2.70560
H -1.04061 0.61746 3.69096
H 0.06154 1.75436 5.22471
H -2.23178 3.26488 3.77274

Forces on atoms 1 to 6 (eV/Å):
0.118 0.200 0.000
-0.688 1.149 0.086
-0.163 -0.148 0.617
-0.633 0.362 0.113
0.096 -0.342 -0.281
1.003 -1.163 -0.179

The molar mass comes out at 1818.019 g/mol. The value obtained for the highest occupied orbital energy is -8.386 eV. As for the HOMO-LUMO gap: 8.10 eV.

These are the Löwdin partial charges, in e, on atoms 1 to 2:
1. Cs 1.115
2. As 0.767